(1)
Entry from the Open Molecules 2025 dataset: a molecular structure, C33H30BrCl5N5O7Y (the ωB97M-V functional and the def2-TZVPD basis).

Last column: Löwdin charge in e.
Cartesian coordinates (Å):
Y -0.158 0.029 -0.189  1.394
O -0.493 5.575 1.776  0.026
C -1.711 5.281 1.178  -0.270
C -2.718 6.227 1.253  -0.017
C -3.952 5.952 0.682  -0.084
C -4.169 4.747 0.031  -0.080
C -3.153 3.803 -0.031  -0.012
C -1.923 4.054 0.557  -0.102
C -0.832 3.001 0.535  -0.430
O -1.126 1.915 -0.200  -0.304
N -0.598 2.579 1.952  0.042
N 0.006 1.388 2.073  -0.045
C 0.660 1.097 3.130  -0.202
C 1.191 -0.246 3.348  -0.610
Br 0.094 -1.650 2.645  0.831
C 2.293 -0.583 4.012  -0.096
C 3.279 0.384 4.524  -0.218
C 3.584 1.562 3.839  -0.051
C 4.525 2.445 4.347  -0.071
C 5.178 2.163 5.538  -0.082
C 4.896 0.984 6.215  -0.076
C 3.960 0.099 5.707  -0.036
H 0.217 5.341 1.166  0.100
H -2.515 7.167 1.748  0.116
H -4.740 6.693 0.737  0.102
H -5.126 4.541 -0.430  0.101
H -3.290 2.849 -0.524  0.114
H 0.106 3.479 0.172  0.141
H -0.299 3.306 2.597  0.132
H 0.820 1.833 3.919  0.140
H 2.494 -1.631 4.195  0.109
H 3.106 1.767 2.889  0.104
H 4.756 3.352 3.802  0.106
H 5.913 2.853 5.931  0.104
H 5.410 0.750 7.138  0.105
H 3.746 -0.824 6.233  0.115
Cl -1.464 4.572 -5.744  0.668
C -1.302 3.198 -4.718  -0.716
C -0.140 3.008 -3.976  -0.696
Cl 1.145 4.153 -4.057  0.686
C -0.021 1.898 -3.158  -0.567
Cl 1.394 1.644 -2.179  0.778
C -1.035 0.933 -3.034  -0.489
O -0.907 -0.099 -2.259  -0.263
C -2.200 1.157 -3.788  -0.598
Cl -3.481 0.011 -3.611  0.712
C -2.333 2.263 -4.614  -0.697
Cl -3.784 2.491 -5.511  0.684
O 0.648 -2.129 -0.972  -0.077
C 1.790 -2.467 -1.273  -0.159
C 3.019 -1.843 -0.850  -0.109
C 4.210 -2.450 -1.265  0.050
C 5.417 -1.955 -0.854  -0.150
C 5.484 -0.839 -0.005  0.020
C 4.335 -0.229 0.410  0.020
C 3.053 -0.691 -0.003  -0.342
O 1.997 -0.077 0.393  -0.227
N 6.649 -2.603 -1.292  -0.362
O 6.554 -3.571 -2.024  0.069
O 7.701 -2.134 -0.901  0.071
H 1.918 -3.349 -1.920  0.139
H 4.184 -3.318 -1.911  0.130
H 6.454 -0.479 0.308  0.123
H 4.367 0.631 1.064  0.108
C -5.295 -0.920 1.769  -0.043
C -4.358 -1.762 0.910  -0.636
C -4.082 -3.102 1.601  -0.046
C -4.970 -1.985 -0.469  -0.047
N -3.138 -0.944 0.760  -0.053
N -2.067 -1.543 0.039  -0.065
H -6.241 -1.439 1.920  0.088
H -5.489 0.038 1.287  0.088
H -4.855 -0.728 2.752  0.084
H -5.015 -3.647 1.751  0.087
H -3.620 -2.946 2.579  0.083
H -3.432 -3.748 1.006  0.072
H -5.923 -2.507 -0.375  0.088
H -4.326 -2.597 -1.104  0.077
H -5.137 -1.029 -0.966  0.077
H -2.788 -0.691 1.678  0.090
H -2.305 -1.532 -0.953  0.076
H -1.901 -2.513 0.303  0.078

Summary:
Lowest unoccupied orbital energy, eV: -0.576
Molar mass, g mol⁻¹: 954.7
Strongest force on any atom, eV/A: 0.237
Energy relative to the best compared isomer or geometry (same formula, charge and spin), kJ/mol: 29.3
HOMO-LUMO gap, eV: 7.49
Electronic energy, hartree: -6989.37301

***

(2)
Entry from the Open Molecules 2025 dataset: a molecular structure, C34H80AsF18N6O20S4 at a distorted geometry (the ωB97M-V functional and the def2-TZVPD basis).

Last column: Löwdin charge in e.
Cartesian coordinates (Å):
C -3.422 -3.088 20.027  -0.085
O -4.273 -3.429 18.942  -0.195
C -5.204 -4.472 19.243  -0.179
C -5.948 -4.603 17.927  -0.060
N -6.557 -3.254 17.525  0.094
H -7.175 -2.897 18.240  0.099
H -5.823 -2.572 17.398  0.149
C -7.270 -3.417 16.208  -0.092
C -7.603 -2.082 15.582  -0.163
O -6.500 -1.134 15.741  -0.191
C -6.726 0.112 15.162  -0.107
H -2.992 -4.010 20.420  0.075
H -3.948 -2.596 20.844  0.087
H -2.644 -2.353 19.819  0.090
H -5.755 -4.195 20.142  0.129
H -4.826 -5.445 19.556  0.113
H -6.805 -5.228 18.177  0.106
H -5.343 -4.992 17.108  0.121
H -8.187 -3.976 16.398  0.124
H -6.560 -3.856 15.507  0.121
H -8.494 -1.683 16.067  0.112
H -7.899 -2.173 14.537  0.122
H -5.995 0.794 15.597  0.094
H -7.786 0.359 15.221  0.090
H -6.413 0.109 14.118  0.069
C -11.836 -0.448 15.803  -0.073
O -12.484 -0.777 14.564  -0.192
C -11.799 -0.327 13.406  -0.211
C -12.411 -0.854 12.112  -0.062
N -12.623 -2.358 12.191  0.069
H -13.251 -2.498 12.969  0.159
H -13.111 -2.568 11.332  0.166
C -11.354 -3.246 12.337  -0.028
C -11.779 -4.750 12.363  -0.167
O -12.113 -5.091 11.017  -0.172
C -12.409 -6.445 10.948  -0.132
H -11.567 0.598 15.954  0.094
H -11.052 -1.115 16.159  0.079
H -12.634 -0.570 16.536  0.094
H -10.767 -0.637 13.569  0.116
H -11.791 0.763 13.395  0.133
H -11.657 -0.716 11.336  0.118
H -13.404 -0.475 11.869  0.140
H -10.903 -2.980 13.293  0.137
H -10.825 -2.970 11.425  0.106
H -12.636 -4.872 13.025  0.133
H -10.959 -5.371 12.722  0.102
H -12.764 -6.729 9.957  0.092
H -13.114 -6.927 11.626  0.096
H -11.503 -7.034 11.090  0.089
C -10.673 -13.696 16.145  -0.154
O -9.355 -13.315 16.457  -0.187
C -8.673 -14.174 17.386  -0.288
C -7.385 -13.554 17.864  -0.140
N -7.681 -12.123 18.396  0.058
H -7.975 -11.444 17.708  0.128
H -8.435 -12.028 19.062  0.021
C -6.418 -11.516 19.047  -0.158
C -6.723 -10.038 19.323  -0.235
O -7.062 -9.344 18.132  -0.228
C -7.248 -7.964 18.406  -0.088
H -11.296 -13.907 17.014  0.076
H -10.832 -14.632 15.610  0.078
H -11.282 -12.986 15.587  0.084
H -8.590 -15.201 17.030  0.122
H -9.303 -14.325 18.262  0.084
H -6.730 -13.599 16.994  0.126
H -6.991 -14.147 18.689  0.091
H -5.598 -11.523 18.329  0.097
H -6.174 -12.101 19.933  0.083
H -5.826 -9.529 19.676  0.122
H -7.540 -10.028 20.045  0.099
H -7.967 -7.891 19.222  0.093
H -7.670 -7.340 17.617  0.069
H -6.338 -7.551 18.841  0.083
C -3.909 -11.474 14.983  -0.089
O -4.986 -10.641 14.601  -0.178
C -5.223 -9.479 15.386  -0.222
C -4.561 -8.217 15.075  -0.116
N -4.715 -8.014 13.575  0.108
H -4.368 -8.818 13.071  0.167
H -5.679 -7.758 13.420  0.100
C -3.972 -6.821 12.925  -0.055
C -4.418 -5.448 13.479  -0.193
O -4.216 -5.280 14.882  -0.211
C -3.013 -4.545 15.254  -0.036
H -3.928 -11.803 16.022  0.082
H -2.974 -10.975 14.727  0.089
H -3.971 -12.400 14.412  0.087
H -5.214 -9.656 16.462  0.126
H -6.256 -9.312 15.081  0.121
H -3.486 -8.360 15.192  0.121
H -4.827 -7.504 15.856  0.138
H -4.073 -7.007 11.856  0.124
H -2.922 -7.082 13.056  0.127
H -5.466 -5.337 13.200  0.108
H -3.934 -4.661 12.901  0.112
H -2.215 -5.264 15.063  0.093
H -3.023 -4.431 16.338  0.084
H -2.833 -3.564 14.815  0.089
C -4.164 1.431 10.784  -0.095
O -4.458 0.591 9.720  -0.182
C -3.429 -0.253 9.317  -0.227
C -4.092 -1.012 8.215  -0.085
N -5.200 -1.920 8.743  0.072
H -5.777 -1.369 9.362  0.098
H -5.746 -2.031 7.900  0.173
C -4.621 -3.119 9.448  -0.062
C -5.621 -3.618 10.493  -0.213
O -6.938 -3.524 10.012  -0.171
C -7.910 -3.771 11.027  -0.075
H -4.913 2.204 10.955  0.098
H -3.198 1.925 10.676  0.087
H -3.932 0.821 11.658  0.093
H -3.060 -0.925 10.092  0.124
H -2.576 0.313 8.940  0.142
H -3.404 -1.698 7.720  0.137
H -4.484 -0.251 7.540  0.148
H -3.615 -2.895 9.803  0.129
H -4.686 -3.774 8.579  0.140
H -5.465 -3.030 11.397  0.132
H -5.321 -4.657 10.627  0.122
H -7.808 -3.123 11.897  0.081
H -7.674 -4.805 11.281  0.080
H -8.961 -3.827 10.741  0.086
As -9.837 -3.859 19.713  0.960
F -8.447 -2.805 19.233  -0.289
F -8.600 -4.823 20.738  -0.321
F -11.153 -4.937 20.209  -0.271
F -10.995 -2.928 18.733  -0.286
F -9.389 -4.907 18.267  -0.305
F -10.271 -2.871 21.136  -0.276
C -2.380 -10.527 19.550  -0.648
F -3.309 -11.167 18.886  0.134
F -3.006 -9.812 20.528  0.108
F -1.502 -11.373 20.055  0.148
S -1.391 -9.393 18.335  0.659
O -0.414 -10.251 17.783  -0.287
O -2.406 -8.897 17.393  -0.345
N -0.627 -8.258 19.361  -0.293
S -1.258 -6.889 19.113  0.512
O -0.798 -6.288 17.908  -0.310
O -2.683 -6.853 19.434  -0.343
C -0.429 -5.903 20.570  -0.748
F 0.798 -6.309 20.714  0.169
F -0.452 -4.634 20.246  0.147
F -1.173 -6.140 21.594  0.175
C -8.695 1.474 10.453  -0.546
F -9.549 1.661 11.469  0.104
F -9.428 1.509 9.273  0.072
F -7.692 2.394 10.494  0.111
S -8.056 -0.362 10.589  0.452
O -6.977 -0.323 11.501  -0.303
O -9.177 -1.124 11.131  -0.341
O -7.718 -0.708 9.232  -0.315
C -9.633 -7.981 14.616  -0.643
F -10.641 -8.030 13.687  0.082
F -10.171 -7.568 15.723  0.165
F -9.177 -9.214 14.797  0.141
S -8.216 -6.784 14.039  0.489
O -8.776 -5.444 13.878  -0.338
O -7.232 -6.853 15.140  -0.337
O -7.721 -7.402 12.833  -0.337

Summary:
Lowest unoccupied orbital energy (alpha / beta), eV: -0.802 / -0.804
Multiplicity: 2
Molar mass, g mol⁻¹: 1438.2
Strongest force on any atom, eV/A: 4.654
Expectation value of S²: 0.751
HOMO-LUMO gap (alpha / beta), eV: 1.29 / 7.76
Electronic energy, hartree: -8802.55210